(1)
{
  "formula": "C16H32Cl2NO8S2",
  "method": "ωB97M-V/def2-TZVPD",
  "species": ["Cl", "Cl", "S", "S", "O", "O", "O", "O", "O", "O", "O", "O", "N", "C", "C", "C", "C", "C", "C", "C", "C", "C", "C", "C", "C", "C", "C", "C", "C", "H", "H", "H", "H", "H", "H", "H", "H", "H", "H", "H", "H", "H", "H", "H", "H", "H", "H", "H", "H", "H", "H", "H", "H", "H", "H", "H", "H", "H", "H", "H", "H"],
  "coordinates": [[3.4044, -1.7108, -3.9480], [2.7718, 0.2637, 1.2603], [4.5786, 0.1711, 0.2202], [3.1157, -0.5637, -2.1777], [1.8086, -1.1117, -1.5468], [2.9052, 0.9421, -2.6018], [5.0401, 1.6532, -0.0358], [-1.1168, -1.7951, -4.8589], [2.9404, 3.9544, 1.9323], [-3.2797, -5.7861, -3.5630], [0.2936, 1.3633, 4.6926], [5.6330, -0.4716, 1.1978], [4.5558, -0.8185, -1.2186], [-4.4670, -6.4511, -1.6258], [4.2609, 4.3766, 1.5645], [-0.7406, 3.4682, 4.3673], [-0.5554, -0.7205, -4.0926], [-3.3578, -5.5644, -2.1480], [-4.0664, -6.9406, -3.8875], [-4.4141, -7.6168, -2.5793], [-0.3611, 1.7405, 5.9118], [-1.5400, -0.4087, -2.9867], [-2.2325, -2.3351, -4.1372], [2.1432, 5.1197, 2.1848], [0.2347, 2.4700, 3.7823], [4.1890, 5.8655, 1.3054], [3.0924, 6.2965, 2.2448], [-2.1755, -1.7530, -2.7419], [-0.5795, 3.2363, 5.8475], [0.2514, 1.4420, 6.7670], [4.5976, 3.8139, 0.6894], [0.4022, -1.0640, -3.6870], [-5.4315, -5.9381, -1.7200], [-5.3448, -8.1877, -2.6282], [-1.4359, 3.5679, 6.4401], [1.4325, 5.2240, 1.3580], [3.8835, 6.0503, 0.2687], [-2.2960, 0.2985, -3.3480], [-0.5357, 4.4963, 4.0582], [-1.3140, 1.2023, 5.9594], [0.3127, 3.7603, 6.2103], [1.2413, 2.8949, 3.7072], [-1.0650, 0.0211, -2.1012], [-3.5023, -7.5934, -4.5599], [-2.1791, -3.4273, -4.1390], [-1.5206, -2.3633, -2.1087], [5.1407, 6.3746, 1.4778], [2.6193, 7.2411, 1.9648], [-3.5395, -4.5044, -1.9503], [-3.1465, -2.0289, -4.6576], [-4.3300, -6.7331, -0.5788], [-4.9661, -6.5962, -4.4084], [4.9290, 4.1518, 2.4030], [-0.3705, 0.1387, -4.7438], [-1.7626, 3.2152, 4.0614], [-3.6079, -8.2996, -2.2858], [1.5809, 4.9868, 3.1136], [-0.0698, 2.1170, 2.7928], [3.4936, 6.4014, 3.2598], [-2.3912, -5.8406, -1.7129], [-3.1567, -1.6948, -2.2639]],
  "multiplicity": 1,
  "total_energy_ev": -81693.32412,
  "e_lumo_ev": 2.12,
  "charge": -1,
  "e_homo_ev": -6.4393
}

(2)
{
  "formula": "C16H32EuNOPSi",
  "method": "ωB97M-V/def2-TZVPD",
  "species": ["Eu", "P", "Si", "O", "N", "C", "C", "C", "C", "C", "C", "C", "C", "C", "C", "C", "C", "C", "C", "C", "C", "H", "H", "H", "H", "H", "H", "H", "H", "H", "H", "H", "H", "H", "H", "H", "H", "H", "H", "H", "H", "H", "H", "H", "H", "H", "H", "H", "H", "H", "H", "H", "H"],
  "coordinates": [[-0.0168, -0.1477, 0.0572], [0.8539, 1.9989, -1.0855], [-0.0041, -0.0054, 3.9167], [0.0255, -0.0286, 2.2772], [0.8260, -1.8675, -0.9964], [-0.2348, -2.9023, -1.2247], [-2.8023, 0.2058, -3.9492], [-2.2773, 1.3757, -3.3962], [0.0006, -1.7652, 4.5258], [-0.8753, 2.5430, -1.6171], [-2.6147, -1.0164, -3.3136], [-1.5286, 0.8834, 4.5257], [-1.4554, 0.0935, -1.5699], [-1.5688, 1.2899, -2.1813], [-1.9005, -1.0681, -2.0901], [-1.6928, -2.4199, -1.4107], [1.9151, -2.4227, -0.1562], [1.7803, 2.0097, -2.5875], [1.3735, -1.3928, -2.2823], [1.5303, 0.8833, 4.5262], [1.5139, 3.2528, -0.0183], [0.5644, -1.0138, -2.9091], [2.4238, 0.3637, 4.1656], [2.8201, 1.6672, -2.4064], [-3.3590, 0.2526, -4.8966], [0.8406, 3.4564, 0.8338], [1.3344, 1.3477, -3.3490], [-2.4226, 0.3640, 4.1664], [1.8064, 3.0296, -2.9731], [-0.1941, -3.5830, -0.3710], [1.8630, -2.2486, -2.7871], [-2.3964, 2.3347, -3.9070], [-2.1493, -2.3630, -0.3950], [-0.8958, -2.2801, 4.1656], [-1.5282, 0.8829, 5.6316], [2.6158, -1.6489, 0.1694], [0.0008, -1.7656, 5.6311], [0.0980, -3.4570, -2.1143], [-0.7740, 3.3638, -2.3272], [1.5287, 0.8834, 5.6306], [0.8965, -2.2803, 4.1649], [-3.0061, -1.9383, -3.7554], [1.4743, -2.9362, 0.7080], [1.2239, -0.0154, 1.3697], [1.5266, 1.9175, 4.1651], [-1.5265, 1.9168, 4.1661], [-0.7350, 1.2533, 1.0008], [2.1194, -0.6078, -2.1043], [2.4834, 2.9149, 0.3956], [2.4491, -3.1763, -0.7738], [-1.3854, 2.9113, -0.7043], [-2.2127, -3.2150, -1.9452], [1.6679, 4.1702, -0.5950]],
  "multiplicity": 8,
  "total_energy_ev": -57137.26011,
  "e_lumo_ev": [0.33, 0.06],
  "charge": 0,
  "e_homo_ev": [-5.9904, -6.3299]
}

(3)
{
  "formula": "C16H32F3InNO8",
  "method": "ωB97M-V/def2-TZVPD",
  "species": ["In", "F", "F", "F", "O", "O", "O", "O", "O", "O", "O", "O", "N", "C", "C", "C", "C", "C", "C", "C", "C", "C", "C", "C", "C", "C", "C", "C", "C", "H", "H", "H", "H", "H", "H", "H", "H", "H", "H", "H", "H", "H", "H", "H", "H", "H", "H", "H", "H", "H", "H", "H", "H", "H", "H", "H", "H", "H", "H", "H", "H"],
  "coordinates": [[-0.5556, 4.0803, -2.1122], [-0.1064, -0.0955, 0.2343], [0.7822, 1.0014, -1.4149], [1.8303, 0.8590, 0.4727], [1.5108, 4.0253, -2.4003], [-4.1958, 1.6325, -3.5881], [-2.7879, 3.0912, -4.1172], [-1.8606, -0.6654, -5.8011], [0.8718, 3.2745, 0.5927], [4.2115, 5.8249, 3.4535], [-2.1740, -1.4647, 4.6602], [1.5521, -5.0785, 3.6408], [-3.0466, 1.7951, -3.8406], [-1.8416, -2.2326, 3.7864], [0.7789, -7.1570, 4.4961], [-0.1142, 2.2555, 0.4352], [-1.5085, -3.6747, 4.0896], [-1.3567, 3.3687, -4.0872], [0.6081, 1.0209, -0.0820], [-1.7336, -1.8102, 2.3436], [3.0451, -6.1376, 5.1576], [4.2553, 5.3682, 1.1131], [-1.2537, 2.6756, -0.5038], [-2.7897, -0.8459, -6.5465], [-2.5899, -1.0615, -8.0315], [4.4811, 3.5317, 2.8773], [4.3094, 5.0007, 2.5717], [1.7704, -6.0261, 4.3563], [-4.2149, -0.8569, -6.0447], [4.5014, 3.3795, 3.9543], [-1.6260, -3.8561, 5.1567], [-4.6831, -1.8187, -6.2658], [-0.7164, -1.9620, 1.9812], [-1.9940, -0.7598, 2.2430], [0.4058, 4.0468, 0.9281], [2.8129, -6.1988, 6.2222], [-2.4083, -2.4106, 1.7303], [-0.8209, 2.4504, -4.3525], [-4.7917, -0.0737, -6.5404], [1.2385, -8.0979, 4.1886], [-4.2238, -0.6800, -4.9720], [-2.0004, 3.1687, 0.1284], [0.4673, -7.2544, 5.5375], [-0.0914, -6.9589, 3.8749], [3.4214, 4.8486, 0.6371], [-2.1771, -4.3352, 3.5335], [-3.1109, -0.2858, -8.5954], [3.5871, -7.0416, 4.8746], [1.7233, 3.1039, -2.5758], [-1.5282, -1.0268, -8.2646], [5.1805, 5.0744, 0.6148], [3.6550, 2.9668, 2.4403], [-1.1469, 4.0927, -4.8764], [-1.0150, 5.7415, -1.7135], [-1.7375, 1.7808, -0.9084], [4.1142, 6.4416, 1.0085], [-0.5130, 1.9930, 1.4243], [5.4109, 3.1657, 2.4383], [-0.4834, -3.8954, 3.7924], [3.6696, -5.2672, 4.9725], [-2.9968, -2.0303, -8.3277]],
  "multiplicity": 1,
  "total_energy_ev": -48305.10887,
  "relative_energy_ev": 0.000,
  "e_lumo_ev": 1.93,
  "charge": -1,
  "e_homo_ev": -4.9084
}

(4)
{
  "formula": "C16H32MnO7",
  "method": "ωB97M-V/def2-TZVPD",
  "species": ["Mn", "O", "O", "O", "O", "O", "O", "O", "C", "C", "C", "C", "C", "C", "C", "C", "C", "C", "C", "C", "C", "C", "C", "C", "H", "H", "H", "H", "H", "H", "H", "H", "H", "H", "H", "H", "H", "H", "H", "H", "H", "H", "H", "H", "H", "H", "H", "H", "H", "H", "H", "H", "H", "H", "H", "H"],
  "coordinates": [[0.0885, 0.1668, 0.2161], [-1.8804, -0.7371, -0.6064], [1.6869, 0.4173, -1.4996], [0.5397, 2.4096, 1.0081], [1.2685, -1.8028, -0.2525], [-0.6574, 1.8885, -1.2768], [-0.4039, -1.4351, 1.9313], [1.6476, 0.3043, 2.1038], [-3.2895, -1.9255, -2.1460], [1.1364, -2.8828, 0.6681], [0.3236, 2.2250, -2.2628], [2.7363, -0.5286, -1.7101], [-0.2108, -2.7344, 1.3827], [0.2124, -1.2138, 3.2054], [-1.8599, -1.4441, -1.8617], [0.7664, 0.2066, 3.2257], [-4.0351, -1.6493, -0.8368], [1.0768, 0.9597, -2.6756], [-3.2501, -0.4763, -0.2615], [2.4402, 1.4801, 2.0749], [1.5721, 2.7348, 1.9346], [2.4090, -1.9150, -1.0963], [-1.1624, 2.9940, -0.5356], [-0.1216, 3.5393, 0.4534], [3.6233, -0.1125, -1.2202], [1.3102, 0.3970, 4.1584], [2.1832, 3.5625, 1.5601], [3.0710, 1.5418, 2.9705], [-2.0155, 2.5918, 0.0212], [2.2018, -2.6557, -1.8799], [3.2714, -2.2577, -0.5137], [-5.0792, -1.4005, -1.0016], [-1.1432, -2.2653, -1.7570], [-1.0198, -2.8547, 0.6566], [-0.1702, 2.6721, -3.1334], [-0.5447, -1.3379, 3.9896], [1.0437, 2.9398, -1.8551], [3.0626, 1.3654, 1.1821], [1.8472, 1.2371, -3.4042], [-0.6219, 4.1235, 1.2363], [0.6171, 4.1843, -0.0398], [-3.7206, -1.3469, -2.9604], [1.9790, -2.8641, 1.3705], [-1.5170, -0.7651, -2.6497], [-1.5043, 3.7973, -1.1977], [-3.3032, -0.4026, 0.8264], [-3.9853, -2.5082, -0.1687], [0.3915, 0.2275, -3.1218], [1.0322, -1.9191, 3.3568], [-0.0628, 0.9219, 3.1278], [1.1264, 3.0309, 2.8919], [2.9452, -0.6416, -2.7778], [1.1438, -3.8362, 0.1270], [-3.5642, 0.4692, -0.7203], [-0.3046, -3.4958, 2.1631], [-3.3273, -2.9768, -2.4190]],
  "multiplicity": 2,
  "total_energy_ev": -62745.45580,
  "e_lumo_ev": [-6.75, -6.14],
  "charge": 2,
  "e_homo_ev": [-16.3183, -16.2248]
}

Asked for largest force on an atom across the records above, the calculation gives 7.1 4.5 0.7 1.4 eV Å⁻¹ in order.